Entry 1:
A single C5H10O molecule, computed with ωB97M-V/def2-TZVPD.

Last column: Mulliken charge in e.
Geometry (Å):
1 O 0.08995 0.93538 -0.83148  -0.42
2 C -0.67034 -0.21029 -0.64254  -0.07
3 C 2.14114 -0.14821 0.00673  -1.12
4 C -2.14355 -0.13750 -0.57388  -0.56
5 C 1.06420 0.91297 0.20029  -0.10
6 C -1.38686 -0.41614 0.69497  -0.68
7 H 1.48617 1.91938 0.27051  0.35
8 H -1.35298 -1.41608 1.11650  0.22
9 H 2.60615 -0.09650 -0.98289  0.29
10 H -1.48535 0.35272 1.46645  0.34
11 H -2.72754 -0.93579 -1.00865  0.24
12 H -0.19644 -1.09368 -1.07666  0.41
13 H 1.72503 -1.15349 0.13841  0.28
14 H 0.48084 0.63651 1.08845  0.22
15 H -2.54574 0.86811 -0.63509  0.24
16 H 2.91533 -0.01740 0.76888  0.37

Forces on the atoms, in the same order (eV/Å):
-0.2 0.0 0.2
-0.2 -0.4 0.3
0.1 0.0 0.0
-0.3 -0.1 -0.3
0.3 0.1 0.2
-0.1 -0.2 0.0
0.0 -0.2 0.0
-0.2 0.0 -0.2
-0.1 0.1 0.1
0.4 -0.1 -0.5
-0.1 0.1 -0.2
-0.4 0.0 0.2
0.1 0.2 0.0
0.8 0.6 0.3
-0.1 -0.2 -0.1
0.0 0.0 -0.1

E ... -271.68585 a.u.
Charge ... 0
F_max ... 1.1 eV/Å
LUMO level ... 1.19 eV
2S+1 ... 1
HOMO-LUMO gap ... 10.96 eV
HOMO level ... -9.78 eV
SMILES ... CCOC1CC1
Relative energy (zero: lowest compared OMol25 entry of this formula, charge and spin) ... 41.9 kcal per mole

Entry 2:
A molecular structure, C19H9BrF5N5O2S2TeW, computed with ωB97M-V/def2-TZVPD.

Last column: Mulliken charge in e.
Geometry (Å):
1 W 0.47226 2.12384 -0.50676  2.02
2 Te 1.72494 1.57874 2.42536  1.11
3 Br 0.25704 -3.38264 4.86888  -0.15
4 S 0.38888 4.60617 -0.89662  -0.24
5 S 2.63012 2.47304 -1.62693  -0.35
6 F 2.58556 0.59282 1.01414  -0.43
7 F 0.04227 1.93888 3.15228  -0.42
8 F 1.33808 -0.18208 2.97019  -0.41
9 F 0.08590 0.69806 0.87663  -0.46
10 F -1.16941 2.64247 0.27259  -0.60
11 O 1.36510 2.84881 1.01304  -0.59
12 O -0.47981 2.24968 -2.17324  -0.61
13 N 5.52516 4.74308 -1.40007  -0.44
14 N -3.14895 -2.44737 -0.98576  -0.23
15 N 0.94209 0.22400 -1.52498  -0.42
16 N -2.81063 -3.45821 -0.34333  -0.65
17 N 2.64021 7.53585 -0.69209  -0.42
18 C -0.40366 -0.02044 -1.59740  0.26
19 C 2.05058 5.03286 -1.02419  0.61
20 C -0.06054 -2.36182 -1.37864  -0.40
21 C -2.05291 -3.35525 0.85096  -0.09
22 C 1.28236 -2.11995 -1.45050  -1.16
23 C 1.75694 -0.79317 -1.46380  0.13
24 C 2.38112 6.42572 -0.83929  -0.20
25 C 4.40239 4.49498 -1.37740  -0.15
26 C -2.39986 -1.33763 -1.33454  -0.16
27 C -0.77926 -4.54425 2.50646  -0.51
28 C -0.97357 -1.28265 -1.41031  0.69
29 C -1.49844 -4.54024 1.32532  -0.07
30 C -1.91603 -2.17352 1.58343  -0.10
31 C -2.55904 1.01187 -1.97170  -0.93
32 C -3.14384 -0.20524 -1.68999  -0.35
33 C -1.23161 -2.17933 2.78184  -0.57
34 C -1.18248 1.12254 -1.91019  1.15
35 C -0.66609 -3.36667 3.23227  0.11
36 C 3.01008 4.13836 -1.31041  0.73
37 H -1.62352 -5.44547 0.74218  0.49
38 H -1.12947 -1.27129 3.35625  0.46
39 H -0.41375 -3.38219 -1.31410  0.62
40 H 2.81469 -0.55989 -1.43128  0.44
41 H -3.14490 1.87620 -2.25219  0.50
42 H 1.99008 -2.93535 -1.46197  0.43
43 H -4.22099 -0.30768 -1.69753  0.49
44 H -2.35745 -1.25324 1.22131  0.45
45 H -0.31962 -5.45238 2.87209  0.42

Forces on the atoms, in the same order (eV/Å):
0.8 0.9 0.7
0.9 -0.1 0.5
0.1 0.0 0.1
0.0 -0.5 -0.1
-0.7 -0.2 0.2
0.4 -0.1 -0.2
-0.5 0.3 0.1
-0.2 -0.4 0.2
0.5 0.3 -0.3
-0.2 0.4 -0.2
-0.3 -0.3 -0.1
-0.8 0.1 -0.5
-0.1 0.0 -0.1
0.5 -1.0 -2.2
-0.7 -0.2 0.0
-0.9 0.5 1.2
-0.1 -0.1 0.0
-0.3 0.1 -0.8
-0.1 0.6 0.1
0.0 -0.1 0.2
0.7 0.1 -0.3
0.0 0.0 -0.1
0.5 0.1 0.1
0.0 -0.2 0.0
-0.3 0.0 0.0
0.0 0.6 1.2
0.0 0.0 0.0
-0.3 -0.3 0.1
0.1 -0.1 -0.1
-0.1 0.0 -0.1
0.0 0.1 0.0
-0.1 -0.1 0.2
0.0 0.0 0.0
0.2 -0.2 -0.4
0.0 0.0 -0.1
0.7 -0.2 0.0
0.0 0.0 0.1
0.0 0.0 0.0
0.0 0.0 0.0
0.0 0.0 0.2
0.0 0.0 0.0
0.0 0.0 0.0
0.0 0.0 0.0
0.0 0.0 0.1
0.0 0.0 0.0

E ... -5358.56128 a.u.
Charge ... 0
F_max ... 2.5 eV/Å
LUMO level ... -3.03 eV
2S+1 ... 1
HOMO-LUMO gap ... 5.43 eV
HOMO level ... -8.46 eV
Relative energy (zero: lowest compared OMol25 entry of this formula, charge and spin) ... 55.0 kcal per mole